one | Computed, not measured: a molecular structure, ClCu, with wB97M-V/def2-TZVPD.

Output
⟨S²⟩ = 0.76

```
! wB97M-V def2-TZVPD RIJCOSX def2/J DEFGRID3
* xyz 1 2
Cu 17.3180 -15.8142 -11.8453
Cl 17.0073 -16.0777 -14.4575
*
```

two | Computed, not measured: a molecular structure, ClCu, with wB97M-V/def2-TZVPD.

Output
⟨S²⟩ = 0.75

```
! wB97M-V def2-TZVPD RIJCOSX def2/J DEFGRID3
* xyz 1 2
Cu -38.0644 32.0318 -27.4757
Cl -34.8050 31.1047 -27.1679
*
```

The least stable of them is two.

one | Computed, not measured: a gas-phase ion, C3H5N2 (charge +1), with wB97M-V/def2-TZVPD.

Output
⟨S²⟩ = 2.01

```
! wB97M-V def2-TZVPD RIJCOSX def2/J DEFGRID3
* xyz 1 3
C -0.1048 1.3402 -0.5489
H -1.4225 0.1805 -1.2811
H 1.1053 -0.5622 1.7948
N 0.1880 1.7328 0.4596
C 0.2968 -0.1440 1.1595
H 0.6273 -1.7301 -0.2587
H -0.4148 0.3514 1.7234
N 0.0919 -0.8127 0.0802
C -0.3963 -0.0019 -1.0465
H 0.0289 -0.3539 -2.0822
*
```

two | Computed, not measured: a gas-phase ion, C3H5N2 (charge +1), with wB97M-V/def2-TZVPD.

Output
⟨S²⟩ = 2.01

```
! wB97M-V def2-TZVPD RIJCOSX def2/J DEFGRID3
* xyz 1 3
H 1.3678 -0.5970 -0.2259
H -0.2252 -1.0659 1.9644
H -0.8457 -0.5016 -1.3997
H -1.7334 1.1919 -1.5423
C -0.9875 0.4676 -1.0387
H 1.5777 0.5672 1.1511
C 0.9220 0.0525 0.4300
N 0.1350 1.0137 -0.2834
C -1.1530 0.2480 0.4760
N -0.2373 -0.4264 1.0683
*
```

The least stable of them is one.

one | Computed, not measured: 2 unconnected molecules or ions with the total composition C2H7N2S, with wB97M-V/def2-TZVPD.

```
! wB97M-V def2-TZVPD RIJCOSX def2/J DEFGRID3
* xyz -1 1
C 0.3538 -0.9463 -2.0978
N -0.9635 1.4384 0.1823
S 0.1151 -1.7331 -0.4100
H 1.2313 1.1984 2.3567
H 1.5382 -0.9184 -2.3349
H -0.8881 0.9741 2.3282
H -0.2351 -0.0047 -2.2950
N 0.7184 1.8301 1.7958
C -0.4095 1.3703 1.4693
H 0.1900 -1.5642 -2.9512
H -0.9667 0.4811 -0.1616
H -0.6624 2.1396 -0.4583
*
```

two | Computed, not measured: 2 unconnected molecules or ions with the total composition C2H7N2S, with wB97M-V/def2-TZVPD.

```
! wB97M-V def2-TZVPD RIJCOSX def2/J DEFGRID3
* xyz -1 1
S -1.2663 -1.5600 -0.3697
H -0.1375 0.7083 2.6004
H 0.8468 1.4242 0.0020
H -1.5142 -1.1662 -2.8223
H 0.2776 -1.1902 -2.2099
C -0.7825 -0.9919 -2.0350
C 0.5513 0.7466 1.7444
N 1.7015 0.2140 1.8544
H -0.7028 0.1145 -1.9934
H 1.5833 -0.5553 2.5104
H -0.6052 0.8499 0.0749
N 0.0479 1.4061 0.6436
*
```

The least stable of them is one.

one | Computed, not measured: 2 unconnected molecules or ions with the total composition C4H14N3, with wB97M-V/def2-TZVPD.

```
! wB97M-V def2-TZVPD RIJCOSX def2/J DEFGRID3
* xyz 1 1
C -2.1329 -0.7644 -2.2295
H -0.6295 2.9084 0.7891
H 1.9187 1.1156 2.6588
N 0.7197 1.2045 0.3549
C 0.0553 2.1948 1.2444
H -1.3660 -1.0156 -0.2249
H 0.2098 0.9822 -0.4985
H -0.4852 -2.0371 -1.4698
N 1.7370 -0.8617 0.1174
H -3.1689 -0.7085 -1.9431
H -0.4376 1.6902 2.0626
H 0.8616 2.8310 1.5832
H 2.4024 -1.5334 0.4637
H 2.6660 -0.3521 2.4457
H -1.7145 0.2573 -2.3219
C 1.4750 0.2172 0.8560
C -1.4793 -1.6094 -1.1333
H -1.9968 -2.5294 -0.8037
H -2.0476 -1.2499 -3.2019
H 1.3181 -1.0982 -0.7658
N 2.0948 0.3584 2.0167
*
```

two | Computed, not measured: 2 unconnected molecules or ions with the total composition C4H14N3, with wB97M-V/def2-TZVPD.

```
! wB97M-V def2-TZVPD RIJCOSX def2/J DEFGRID3
* xyz 1 1
H 2.1221 -3.0667 -0.2927
H 0.6106 -3.0168 0.5614
C 1.4237 -1.1027 0.4583
C -0.3317 2.1129 -1.5569
H -1.3375 1.8874 -1.6512
N -0.3967 0.8974 1.9609
C -0.6800 0.9554 0.6037
H 2.5129 -0.9161 0.7422
H 0.7829 -1.1578 1.3686
H -1.5035 -0.3886 -0.8745
C -1.8104 0.1495 0.0444
H -2.0682 -0.6670 0.6383
N -0.0924 1.8246 -0.1513
H 0.1400 1.6348 2.2465
N 1.2157 -2.5469 -0.2066
H 0.4058 1.6229 -2.0983
H 0.7502 2.0976 0.2521
H 0.7803 -2.5017 -1.0679
H -0.3322 3.2157 -1.7046
H -2.6285 0.7610 -0.3303
H -1.1776 0.6653 2.5644
*
```

The least stable of them is two.

one | Computed, not measured: 2 unconnected molecules or ions with the total composition C4H14N3, with wB97M-V/def2-TZVPD.

```
! wB97M-V def2-TZVPD RIJCOSX def2/J DEFGRID3
* xyz 1 1
C 0.2005 1.7734 0.3889
H 1.7373 -2.8249 0.1144
H 0.7233 1.1359 -0.3331
H -0.7890 3.5701 0.3522
C -0.8738 0.9354 1.0676
H -1.6491 0.6504 0.3543
C -0.5510 -1.5616 -1.6332
H 0.3318 3.3694 -0.8144
N -0.3926 2.8966 -0.2994
N -0.3121 -0.3568 1.5852
H 2.2831 -1.3916 -0.8222
H 0.5068 -0.1243 2.1518
N 0.2117 -1.6410 -0.6252
H 1.6378 -2.8105 -1.6676
H -0.9864 -0.7164 2.2652
H 0.9714 2.0113 1.1383
C 1.5695 -2.2101 -0.7649
H 0.0100 -1.0520 0.3833
H -1.3468 1.5208 1.8568
H -0.2544 -1.9761 -2.5906
H -1.5279 -1.1011 -1.5341
*
```

two | Computed, not measured: 2 unconnected molecules or ions with the total composition C4H14N3, with wB97M-V/def2-TZVPD.

```
! wB97M-V def2-TZVPD RIJCOSX def2/J DEFGRID3
* xyz 1 1
H -0.4967 -0.8583 -2.5847
H 2.7727 0.9186 1.0127
N -0.6399 -1.2343 -1.7013
H -0.8350 -2.1953 -1.6775
N -1.0634 -1.1714 0.4346
H -1.2469 -0.7377 1.4565
H 0.8085 0.0053 3.2065
C -0.6898 1.6095 -1.9644
H 1.2504 -1.1527 2.1063
H 3.4088 -0.2864 2.2742
C 1.1916 -0.1187 2.2352
H 0.0915 1.1141 -2.6255
H 0.5013 0.4205 1.6158
H -0.1171 2.5136 -1.6635
H 2.8051 1.2226 2.7632
H -0.8837 -2.2205 0.4237
H -0.9819 1.4864 0.0920
H -1.6052 1.7242 -2.5575
C 2.6140 0.4747 2.0950
C -1.0144 -0.4835 -0.6888
N -0.8796 0.8563 -0.7197
*
```

The least stable of them is one.

one | Computed, not measured: 2 unconnected molecules or ions with the total composition C4H14N3, with wB97M-V/def2-TZVPD.

```
! wB97M-V def2-TZVPD RIJCOSX def2/J DEFGRID3
* xyz 1 1
H -0.0899 -2.7223 0.2490
H -0.6763 -1.1952 1.1891
N -1.8524 -1.8048 -0.4449
H 2.0780 0.2142 1.1961
H -1.4302 -2.7123 1.4071
C 1.9702 2.4657 1.7870
H -2.7465 -1.6408 -0.0027
H 2.7513 2.5546 2.5792
H -0.3961 -2.2048 -2.3066
C 2.1504 1.2583 0.8816
H -1.7010 1.0864 -2.1374
C -0.9279 -2.1173 0.6287
N -0.6388 -1.2204 -2.3692
H 1.9222 3.3621 1.1678
H 1.5588 1.3859 -0.0283
H -0.1598 -0.6077 -3.0118
H -2.5796 0.7263 -0.7827
C -1.5258 -0.8662 -1.3835
H 1.1158 2.5045 2.4648
H 3.2435 1.2180 0.4724
N -2.0659 0.3157 -1.5555
*
```

two | Computed, not measured: 2 unconnected molecules or ions with the total composition C4H14N3, with wB97M-V/def2-TZVPD.

```
! wB97M-V def2-TZVPD RIJCOSX def2/J DEFGRID3
* xyz 1 1
C -0.3751 2.4279 -1.1563
H 1.2722 -0.4983 0.1625
H 0.5116 -3.7762 -0.6211
H -0.8259 3.4060 -0.8970
N -0.5508 -2.1810 0.2231
H 0.6903 -3.7166 1.0648
H 1.6248 -2.6357 0.1840
H 1.3428 3.2578 -0.2056
C 0.5994 -3.0230 0.2002
H -1.4403 -2.4668 -0.1557
H 1.5147 1.5048 -0.4903
N 0.5056 -0.1997 0.7435
H -0.6412 2.1968 -2.1946
C 1.1138 2.4407 -0.8795
C -0.5872 -0.9726 0.8018
H 0.4930 0.7080 1.1744
H -1.0009 1.7838 -0.4873
H -1.8578 0.5837 1.3415
H -2.3078 -0.9843 1.8071
N -1.7269 -0.4067 1.2126
H 1.6458 2.5514 -1.8280
*
```

three | Computed, not measured: 2 unconnected molecules or ions with the total composition C4H14N3, with wB97M-V/def2-TZVPD.

```
! wB97M-V def2-TZVPD RIJCOSX def2/J DEFGRID3
* xyz 1 1
C 1.9761 -0.5637 -1.0207
H 0.4132 -1.8043 0.8094
C 0.7557 -0.7856 1.0450
H 2.9769 -0.3202 -0.7013
H 0.5791 1.7624 1.0029
H -1.6200 1.9674 0.2943
H 2.2641 1.4177 0.9634
H -2.3580 -1.9567 -0.7736
H 1.6404 1.8942 -0.6556
C -1.8340 0.0462 -0.4280
C 1.3002 1.4716 0.2956
N -2.2148 1.1871 0.1359
H 1.6625 -0.9625 1.4647
H 0.0115 -0.3437 1.7344
N -2.5370 -1.0312 -0.3671
H -3.4895 -1.0933 -0.1255
N 0.9383 0.0222 -0.1602
H -0.9436 0.0094 -1.0329
H 1.9311 -1.6764 -1.0907
H -3.1222 1.1511 0.6188
H 1.6700 -0.3918 -2.0086
*
```

The least stable of them is three.

one | Computed, not measured: 2 unconnected molecules or ions with the total composition C4H14N3, with wB97M-V/def2-TZVPD.

```
! wB97M-V def2-TZVPD RIJCOSX def2/J DEFGRID3
* xyz 1 1
H 0.2017 -2.5487 -1.4364
H 2.0590 -1.1618 -1.3777
H -0.0915 -2.3421 0.2944
H -0.1904 2.6645 2.8012
H 1.9265 -0.6899 0.3408
H 1.0692 2.9757 0.1517
C -0.3550 -1.9659 -0.6974
H -2.3633 -1.3445 -0.2141
H 1.2542 3.9999 1.5292
C 0.0519 2.3514 1.7878
H -0.2585 0.0052 0.0498
C -1.8503 -1.9916 -0.9306
H 1.9325 0.5574 -0.9074
N 0.8801 3.1652 1.1193
N -0.4122 1.2627 1.2926
N 0.1518 -0.5586 -0.7427
H -2.2420 -2.9973 -0.8006
H -1.0753 0.8541 1.9403
C 1.6192 -0.4583 -0.6756
H -2.1049 -1.6726 -1.9389
H -0.2028 -0.1048 -1.5854
*
```

two | Computed, not measured: a molecular structure, C4H14N3, with wB97M-V/def2-TZVPD.

```
! wB97M-V def2-TZVPD RIJCOSX def2/J DEFGRID3
* xyz 1 1
H 0.2297 -2.3000 0.3324
H -0.3707 0.0874 -2.0028
H 0.3346 -1.4385 -1.5267
N 0.2687 1.0128 0.1574
N -2.0524 0.0336 0.4222
H 0.7584 1.7614 -1.7700
C 0.2570 2.1613 -0.8559
H 2.5042 -1.6370 0.7726
H -1.3999 -1.1814 -1.6406
C -0.6890 -0.1331 0.0673
N 1.7477 -0.9861 0.9906
C 0.3668 -1.4352 0.9740
H 0.0856 1.2874 1.1016
H -0.6599 2.4727 -1.1234
H -2.0920 0.4828 1.3364
H 0.8430 2.9887 -0.2653
H -2.6376 -0.7263 0.2464
H 1.9269 -0.6652 1.9228
C -0.5284 -0.7013 -1.4022
H 1.1834 0.5756 0.3006
H -0.0760 -1.6596 1.9628
*
```

The least stable of them is two.

one | Computed, not measured: 3 unconnected molecules or ions with the total composition C4H13NO2, with wB97M-V/def2-TZVPD.

Output
⟨S²⟩ = 0.75

```
! wB97M-V def2-TZVPD RIJCOSX def2/J DEFGRID3
* xyz -1 2
H 1.9714 -0.3037 1.5367
H -2.0454 1.1501 -2.6267
H -1.0817 -0.8030 -0.7123
C 0.9993 -0.3107 2.0378
N 0.8954 -1.4880 -0.7547
H 0.8328 -1.2836 2.5466
H -1.7969 1.1424 0.7088
H 0.6306 -2.1361 -1.4872
H 0.9907 1.2883 -1.3456
O 1.4097 1.2309 -2.2213
O -1.2622 1.0062 -2.0781
H 1.4993 -1.9605 -0.0906
C -0.1930 -0.8530 -0.0997
C -0.2022 -0.2506 1.0783
H 1.6482 0.3088 -2.3696
H 1.0066 0.4607 2.7877
H -2.2618 -0.0890 1.8639
H -1.1100 1.2102 2.3655
C -1.4269 0.5187 1.5356
H -0.5039 1.1620 -2.6750
*
```

two | Computed, not measured: 3 unconnected molecules or ions with the total composition C4H13NO2, with wB97M-V/def2-TZVPD.

Output
⟨S²⟩ = 0.75

```
! wB97M-V def2-TZVPD RIJCOSX def2/J DEFGRID3
* xyz -1 2
H 1.6285 0.4743 1.7360
H -0.7555 -0.5196 0.2007
C 2.1293 -0.3629 -1.1455
H 0.6048 -1.7353 -1.2356
N 1.2002 -1.3593 -0.5379
H -2.8814 -0.3702 -1.3772
H 2.7580 1.5746 -0.1345
H -4.0418 -0.2675 1.4676
H -2.6425 0.4233 1.5343
O -3.1401 -0.4003 1.4493
H 3.1630 -0.7080 -0.8256
C 1.8126 1.0201 -0.4007
H -2.0432 0.4467 -0.3371
O -2.8518 0.5491 -1.0158
H 0.3103 -1.4968 1.2663
H 1.8882 -0.1796 -2.1803
H 0.2332 1.3321 1.2650
H 1.2899 1.5793 -1.0682
C 1.0189 0.6531 0.8607
C 0.3195 -0.6531 0.4784
*
```

The least stable of them is two.